{
  "formula": "C26H50N3O9P2S",
  "method": "ωB97M-V/def2-TZVPD",
  "symbols": ["C", "C", "N", "C", "C", "C", "C", "C", "O", "O", "C", "C", "O", "O", "C", "C", "C", "O", "C", "O", "N", "C", "C", "C", "C", "N", "C", "C", "C", "O", "P", "S", "P", "O", "O", "H", "H", "H", "H", "H", "H", "H", "H", "H", "H", "H", "H", "H", "H", "H", "H", "H", "H", "H", "H", "H", "H", "H", "H", "H", "H", "H", "H", "H", "H", "H", "H", "H", "H", "H", "H", "C", "C", "C", "C", "C", "C", "H", "H", "H", "H", "H", "H", "H", "H", "H", "H", "H", "H", "H", "H"],
  "coordinates": [[3.75014, -0.23885, 1.65413], [2.07748, -0.24555, 1.65844], [1.51307, -1.40384, 2.18922], [1.23988, 1.05327, 1.11218], [0.74827, 0.96377, -0.44812], [1.95396, 0.18582, -1.29844], [1.42218, 0.12846, -2.99974], [2.70817, -0.15855, -4.13043], [1.94908, 1.28384, -3.91132], [-0.49718, 0.22478, -0.67926], [-1.64351, 0.78453, 0.04868], [-1.95992, -0.19531, 1.36745], [-2.29538, 0.26104, 2.57690], [-1.89483, -1.67119, 1.10355], [-3.01117, 0.91504, -0.89900], [-4.36214, 0.31606, -0.19543], [-5.70651, 0.48558, -1.17673], [-6.56613, -0.70498, -0.93125], [-7.38834, -0.98362, -2.13141], [-8.58779, -0.35029, -2.22252], [-2.68368, 0.35345, -2.26324], [-2.96935, -1.12442, -2.38673], [-2.07612, -1.92431, -3.50223], [-1.23437, -3.08676, -2.70854], [-0.10836, -3.86855, -3.60751], [1.00201, -4.28741, -2.62238], [0.57394, -5.46976, -1.78144], [2.31502, -4.51715, -3.33847], [2.49667, -5.35881, -4.75551], [3.41844, -3.95424, -2.77759], [-3.23305, 2.83405, -1.15537], [-4.62522, 3.57946, 0.04700], [0.74778, 2.76875, -1.12350], [2.36854, 3.38139, -1.34545], [-0.21628, 2.93370, -2.56295], [4.18478, -0.93870, 0.81702], [4.10078, 0.87589, 1.59196], [4.04858, -0.71538, 2.70452], [0.47709, -1.28363, 2.17321], [1.99469, 1.97722, 1.16534], [0.38380, 1.31724, 1.88478], [2.04752, -0.95023, -1.03933], [2.96178, 0.77825, -1.32298], [0.30862, -0.39623, -3.24122], [3.71670, 0.42189, -4.00872], [2.32918, -0.58521, -5.16518], [-1.43591, 1.85583, 0.52989], [-4.55129, 0.81438, 0.87290], [-4.31632, -0.85420, 0.03346], [-6.35542, 1.43109, -0.85720], [-5.39540, 0.49681, -2.30508], [-7.02100, -1.77076, -2.94400], [-3.20709, 0.86594, -3.00594], [-4.11579, -1.23318, -2.70266], [-2.87189, -1.72825, -1.36959], [-1.44310, -1.24937, -4.21813], [-2.85182, -2.50082, -4.20318], [-2.03982, -3.87237, -2.31698], [-0.72632, -2.65402, -1.73327], [0.30375, -3.26096, -4.52069], [-0.60390, -4.89451, -3.94861], [1.05626, -6.49598, -2.08713], [-0.59366, -5.62636, -1.71432], [0.93615, -5.26605, -0.66408], [1.44934, -5.50412, -5.26204], [3.19821, -4.69303, -5.43292], [2.96244, -6.39480, -4.45808], [-3.49684, 3.17966, -2.52977], [-2.00932, 3.55045, -0.76967], [2.76754, 3.09375, -2.21946], [-0.60573, 2.03353, -2.76727], [3.04675, 0.73651, 6.43219], [2.00630, 1.28208, 5.46437], [2.56716, 2.33315, 4.50410], [3.10505, 3.60770, 5.16524], [2.10260, 4.36728, 6.03735], [0.90061, 4.88497, 5.26300], [3.43758, 1.51863, 7.08902], [2.60143, -0.03695, 7.06645], [3.88562, 0.28772, 5.89077], [1.15917, 1.68789, 6.02717], [1.61202, 0.44713, 4.87359], [1.78619, 2.59925, 3.78203], [3.37706, 1.88170, 3.91697], [3.46780, 4.27796, 4.37558], [3.98223, 3.35948, 5.77378], [2.61740, 5.22408, 6.48939], [1.76305, 3.74029, 6.86867], [1.21483, 5.54657, 4.44979], [0.24233, 5.45423, 5.92623], [0.31291, 4.06715, 4.83572]],
  "atomic_forces_ev_per_a": [[-1.36, -0.14, 0.85], [-0.95, -3.84, 1.46], [1.82, 5.75, -2.39], [0.88, 0.75, 0.69], [2.41, -2.19, -0.87], [-1.90, -0.42, -2.57], [3.47, 0.26, -1.11], [-3.35, 4.12, 0.58], [-1.70, -4.19, 1.64], [0.33, 2.22, 0.83], [-0.87, -0.04, 2.31], [-1.17, -5.00, 3.12], [1.85, -1.14, -6.27], [-0.09, 7.50, 0.50], [0.71, -0.34, -0.23], [-1.14, -0.54, 0.44], [0.52, 0.96, 0.94], [-1.08, -0.50, -3.85], [-5.57, 4.04, 1.60], [7.99, -4.50, 0.16], [-0.72, -0.45, 0.37], [-1.20, -1.20, -0.44], [-0.85, -1.07, 0.02], [-0.10, 0.18, 0.17], [-0.96, -1.27, 0.86], [0.66, -0.81, -2.38], [0.27, -0.75, 1.99], [4.82, 2.79, 2.85], [-0.54, 0.89, 0.94], [-6.72, -3.75, -3.62], [-0.39, 0.73, 1.84], [0.29, -0.16, -0.61], [-1.01, 3.19, 1.35], [-1.43, -2.15, -1.97], [1.20, -2.50, 1.17], [-0.93, 1.62, 1.50], [-0.38, -2.24, -0.05], [-0.57, 1.14, -2.34], [0.50, -0.21, -0.18], [-1.56, -1.88, -0.18], [1.50, -0.74, -1.78], [-0.03, 2.21, -0.19], [-1.99, -1.22, 0.29], [3.31, 1.72, 0.55], [-1.42, -2.67, 0.03], [1.21, 0.84, 2.26], [-0.14, -2.27, -1.13], [0.50, -0.88, -2.59], [0.47, 2.61, -0.65], [1.64, -1.97, -1.01], [-0.57, 0.21, 2.02], [-0.56, 1.71, 1.92], [0.42, -0.71, 0.93], [2.28, -0.01, 0.64], [0.12, 1.78, -1.88], [-1.01, -1.09, 1.59], [1.71, 1.28, 1.31], [1.75, 1.67, -0.87], [-0.93, -0.68, -2.06], [-0.72, -1.07, 1.92], [0.86, 2.21, -0.01], [-0.89, 1.90, 0.25], [2.41, 0.62, -0.46], [-0.81, -0.46, -2.42], [2.10, 0.19, 0.96], [-1.36, -1.67, 1.46], [-0.80, 2.13, -0.77], [0.48, -0.58, 0.43], [-0.73, -1.08, -0.91], [-0.52, 0.17, 1.17], [0.59, 1.01, -0.04], [-0.08, -0.07, 0.16], [0.04, -0.09, -0.17], [-0.15, 0.06, -0.06], [0.09, -0.08, 0.06], [0.15, 0.09, -0.05], [-0.19, -0.01, 0.07], [0.03, -0.06, -0.03], [0.12, 0.06, -0.05], [-0.03, 0.05, 0.05], [0.03, 0.01, -0.08], [-0.02, 0.14, 0.03], [0.07, 0.00, 0.05], [-0.06, 0.00, 0.04], [-0.04, -0.02, 0.07], [-0.04, 0.00, -0.04], [0.00, -0.11, 0.02], [0.05, -0.01, -0.06], [-0.04, -0.08, 0.02], [0.00, -0.03, -0.13], [0.05, 0.12, 0.00]],
  "total_charge": -1,
  "fmax_ev_per_a": 9.2,
  "multiplicity": 1,
  "homo_energy_ev": -5.23,
  "total_energy_ha": -2942.47450
}